An isolated ion of composition C10H10N4 and charge +2, computed with ωB97M-V with the def2-TZVPD basis set.

Values from the calculation:
Relative energy (zero: lowest compared OMol25 entry of this formula, charge and spin): 518.3 kJ/mol
2S+1: 1
SMILES string: C1#[N+]/C=C\N=[N+]=CC/C=N/C=C\C=C/1
HOMO level (spin up / spin down): -15.858 / -15.858 eV
Gap between HOMO and LUMO (spin up / spin down): 6.254 / 6.252 eV
Total charge: +2

```
24
C10H10N4 | OMol25 | ωB97M-V with the def2-TZVPD basis set
C 0.28 0.20 -1.67
N -0.34 -0.84 -1.55
C -0.86 -1.94 -2.03
C -1.51 -2.94 -1.33
N -1.80 -2.95 0.04
N -2.06 -2.05 0.78
C -1.81 -1.38 1.84
C -0.48 -0.82 2.23
C -0.23 0.66 1.87
N 0.80 1.16 1.36
C 1.61 2.13 1.13
C 1.97 2.77 -0.11
C 1.78 2.31 -1.36
C 1.14 1.23 -1.99
H -0.79 -2.18 -3.16
H -1.73 -3.80 -1.99
H -2.82 -1.05 2.27
H -0.36 -0.91 3.28
H 0.40 -1.38 1.71
H -1.15 1.33 1.86
H 1.87 2.57 1.99
H 2.50 3.77 -0.03
H 2.29 2.90 -2.11
H 1.29 1.20 -3.01
```

Atom charges from the natural (NBO) analysis, given in e for atoms 1 to 2: C 0.6437; N -0.4163